Record 1
This record from the OMol25 dataset describes C26H47AlBeCl4F6InKNO9 as an isolated structure. The level of theory is the ωB97M-V functional and the def2-TZVPD basis.

## Properties
LUMO: -7.84 eV
Kohn-Sham gap: 1.833 eV
HOMO: -9.673 eV
net charge: +1

Last column: Löwdin charge in e.
Positions of all 97 atoms, in Å:
C (-2.852, 1.914, -0.233)  -0.039
C (-1.459, 2.509, -0.260)  -0.252
O (-0.740, 2.542, 1.028)  -0.576
C (-1.082, 1.454, 1.951)  -0.211
In (-0.682, -0.631, 1.131)  0.863
C (1.073, -1.592, 2.055)  -0.203
C (-0.393, -0.752, -1.065)  -0.241
C (-0.562, -2.213, -1.558)  -0.273
C (-1.948, -2.393, -2.196)  -0.184
C (-2.076, -1.717, -3.553)  -0.268
O (-1.147, -2.174, -4.513)  -0.051
C (-2.485, -1.847, 1.793)  -0.113
O (-3.632, -1.535, 1.085)  -0.025
C (-4.669, -2.417, 1.322)  -0.733
F (-4.640, -2.883, 2.566)  0.153
F (-4.574, -3.475, 0.503)  0.175
F (-5.775, -1.757, 1.119)  0.211
H (-3.403, 2.362, -1.060)  0.102
H (-3.397, 2.113, 0.683)  0.100
H (-2.823, 0.850, -0.457)  0.059
H (-1.560, 3.554, -0.571)  0.090
H (-0.803, 2.065, -1.010)  0.106
H (-0.389, 1.547, 2.816)  0.063
H (-2.065, 1.570, 2.399)  0.072
H (1.765, -0.913, 2.552)  -0.031
H (1.585, -2.171, 1.289)  -0.013
H (0.721, -2.324, 2.782)  -0.017
H (0.615, -0.382, -1.287)  0.041
H (-1.081, -0.093, -1.591)  0.016
H (-0.482, -2.864, -0.687)  0.083
H (0.242, -2.490, -2.240)  0.100
H (-2.164, -3.459, -2.250)  0.121
H (-2.663, -1.913, -1.522)  0.105
H (-3.079, -1.901, -3.930)  0.123
H (-1.996, -0.630, -3.437)  0.108
H (-0.259, -1.967, -4.216)  0.070
H (-2.222, -2.909, 1.776)  0.080
H (-2.597, -1.506, 2.832)  0.097
Be (0.204, 4.347, 0.865)  0.737
C (-0.118, -7.085, 1.964)  -0.086
C (-0.443, -7.328, 3.429)  -0.305
N (-0.613, -6.098, 4.199)  -0.246
C (-0.724, -6.321, 5.643)  -0.282
C (-1.933, -7.120, 6.143)  -0.068
C (-1.566, -5.155, 3.662)  -0.244
C (-3.024, -5.604, 3.464)  -0.048
H (0.789, -6.488, 1.857)  0.066
H (0.044, -8.040, 1.465)  0.081
H (-0.932, -6.582, 1.441)  0.067
H (0.384, -7.895, 3.862)  0.079
H (-1.329, -7.975, 3.494)  0.109
H (-0.701, -5.351, 6.145)  0.120
H (0.176, -6.834, 5.981)  0.053
H (-2.847, -6.529, 6.137)  0.062
H (-1.758, -7.422, 7.177)  0.078
H (-2.100, -8.026, 5.562)  0.071
H (-1.196, -4.817, 2.687)  0.091
H (-1.562, -4.255, 4.284)  0.123
H (-3.110, -6.609, 3.050)  0.079
H (-3.511, -4.922, 2.769)  0.051
H (-3.587, -5.565, 4.393)  0.070
Cl (2.098, -6.221, 4.605)  0.216
O (-7.168, -1.257, 3.263)  -0.315
Cl (-6.170, -0.813, 4.182)  0.656
O (-5.738, -1.909, 5.013)  -0.305
O (-6.679, 0.252, 4.992)  -0.306
O (-4.993, -0.323, 3.451)  -0.328
C (2.769, 6.633, -0.769)  -0.115
C (3.696, 7.266, -1.584)  -0.089
C (4.528, 8.245, -1.059)  -0.090
C (4.439, 8.586, 0.285)  -0.090
C (3.515, 7.953, 1.102)  -0.093
C (2.677, 6.980, 0.573)  -0.127
H (2.117, 5.874, -1.188)  0.024
H (3.765, 6.995, -2.630)  0.096
H (5.247, 8.744, -1.696)  0.101
H (5.091, 9.347, 0.694)  0.104
H (3.446, 8.219, 2.149)  0.103
H (1.949, 6.490, 1.213)  0.030
C (6.814, 6.553, -7.328)  -0.037
C (5.635, 6.188, -8.195)  -0.217
O (4.879, 5.074, -7.611)  -0.118
C (3.991, 5.398, -6.649)  -0.530
O (3.757, 6.495, -6.259)  0.200
C (3.271, 4.123, -6.156)  -0.572
F (4.119, 3.118, -5.994)  0.207
F (2.360, 3.738, -7.128)  0.026
F (2.628, 4.339, -5.054)  0.060
H (7.440, 5.680, -7.152)  0.095
H (7.409, 7.324, -7.814)  0.098
H (6.489, 6.926, -6.357)  0.088
H (5.969, 5.835, -9.168)  0.131
H (4.977, 7.046, -8.360)  0.113
K (1.670, 2.094, 0.930)  0.766
Cl (0.594, 4.926, -3.609)  -0.390
Al (2.713, 5.271, -8.940)  1.208
Cl (3.853, -5.085, 4.530)  0.034



Record 2
This record from the OMol25 dataset describes a 6-piece molecular cluster, C26H47BF5N6O9 overall. The level of theory is the ωB97M-V functional and the def2-TZVPD basis.

## Properties
LUMO: -4.99 eV
Kohn-Sham gap: 5.587 eV
HOMO: -10.582 eV
net charge: +1

Last column: Löwdin charge in e.
Positions of all 94 atoms, in Å:
C (1.493, -0.667, 0.645)  -0.006
O (2.494, -0.308, -0.351)  0.027
B (3.202, 0.788, -0.008)  -0.574
O (4.552, 0.834, 0.189)  0.216
C (2.313, 2.131, 0.154)  -0.014
C (2.759, 3.288, 0.768)  0.093
C (1.894, 4.373, 0.890)  0.018
C (2.449, 5.596, 1.586)  -0.440
O (3.176, 6.336, 1.035)  0.252
O (2.043, 5.759, 2.871)  0.067
C (2.884, 5.169, 3.861)  -0.379
C (2.596, 3.704, 4.124)  0.012
F (2.624, 5.866, 4.992)  0.073
C (0.592, 4.293, 0.384)  0.017
C (-0.406, 5.438, 0.485)  -0.422
F (-0.239, 6.285, -0.546)  0.166
F (-0.230, 6.107, 1.631)  0.163
C (-1.887, 4.950, 0.483)  -0.312
F (-2.642, 5.956, 0.962)  0.107
F (-2.292, 4.686, -0.772)  0.101
C (0.206, 3.128, -0.251)  0.082
N (1.064, 2.106, -0.340)  0.179
H (0.521, -0.420, 0.220)  0.043
H (1.605, -0.082, 1.565)  0.100
H (1.594, -1.709, 0.917)  0.115
H (4.738, 1.014, 1.119)  0.127
H (3.762, 3.335, 1.154)  0.145
H (3.933, 5.333, 3.610)  0.165
H (3.304, 3.061, 3.607)  0.072
H (2.737, 3.515, 5.183)  0.097
H (1.577, 3.425, 3.870)  0.093
H (-2.038, 4.106, 1.159)  0.176
H (-0.767, 2.978, -0.688)  0.155
H (0.774, 1.245, -0.805)  0.163
C (3.953, -2.686, -1.932)  0.004
C (4.403, -3.791, -1.006)  -0.536
O (4.302, -3.682, 0.211)  0.018
N (4.923, -4.911, -1.559)  0.016
C (5.119, -5.214, -2.967)  -0.066
H (3.572, -1.879, -1.312)  0.051
H (4.787, -2.316, -2.530)  0.093
H (3.160, -3.040, -2.594)  0.083
H (5.202, -5.606, -0.883)  0.141
H (4.560, -6.113, -3.230)  0.087
H (6.177, -5.397, -3.159)  0.087
H (4.784, -4.395, -3.592)  0.071
C (-2.282, -0.180, -2.803)  -0.002
C (-1.217, -1.027, -2.162)  -0.522
O (-0.922, -0.930, -0.964)  -0.024
N (-0.579, -1.921, -2.939)  0.024
C (-0.786, -2.191, -4.354)  -0.051
H (-2.710, 0.481, -2.054)  0.080
H (-1.857, 0.426, -3.606)  0.090
H (-3.078, -0.812, -3.199)  0.063
H (0.120, -2.458, -2.450)  0.141
H (-1.076, -3.233, -4.487)  0.091
H (0.142, -2.014, -4.899)  0.085
H (-1.564, -1.556, -4.763)  0.080
C (-6.937, -0.195, -2.112)  -0.014
C (-5.884, -1.270, -2.190)  -0.536
O (-5.196, -1.446, -3.191)  0.002
N (-5.714, -2.062, -1.100)  0.008
C (-6.426, -2.011, 0.164)  -0.073
H (-6.958, 0.351, -3.049)  0.086
H (-7.916, -0.645, -1.948)  0.095
H (-6.721, 0.505, -1.313)  0.057
H (-4.999, -2.763, -1.216)  0.137
H (-5.720, -1.835, 0.978)  0.081
H (-6.928, -2.963, 0.342)  0.085
H (-7.166, -1.219, 0.161)  0.074
C (7.278, -7.423, 3.357)  -0.014
C (6.054, -8.041, 2.724)  -0.561
O (6.004, -9.223, 2.430)  0.031
N (4.991, -7.224, 2.487)  0.003
C (4.863, -5.801, 2.760)  -0.073
H (8.030, -8.195, 3.480)  0.082
H (7.684, -6.635, 2.721)  0.081
H (7.037, -7.009, 4.337)  0.083
H (4.209, -7.700, 2.067)  0.135
H (4.024, -5.641, 3.440)  0.083
H (4.663, -5.272, 1.828)  0.045
H (5.766, -5.402, 3.209)  0.073
C (-8.502, 4.173, 0.003)  -0.004
C (-7.348, 3.522, -0.721)  -0.533
O (-7.512, 2.600, -1.504)  0.027
N (-6.100, 4.003, -0.471)  0.011
C (-5.717, 5.084, 0.420)  -0.078
H (-9.421, 3.682, -0.301)  0.086
H (-8.389, 4.067, 1.082)  0.086
H (-8.569, 5.230, -0.253)  0.088
H (-5.376, 3.530, -0.988)  0.132
H (-5.213, 5.869, -0.146)  0.083
H (-5.030, 4.709, 1.182)  0.074
H (-6.584, 5.508, 0.912)  0.076



Record 3
This record from the OMol25 dataset describes a 9-piece molecular cluster, C26H47Br16NP overall. The level of theory is the ωB97M-V functional and the def2-TZVPD basis.

## Properties
LUMO: -3.85 eV
Kohn-Sham gap: 6.716 eV
HOMO: -10.568 eV
net charge: +1

Last column: Löwdin charge in e.
Positions of all 91 atoms, in Å:
C (11.086, -3.500, -1.798)  -0.022
C (10.313, -3.969, -2.815)  -0.137
C (9.310, -2.941, -3.415)  -0.200
C (9.900, -1.678, -3.900)  0.032
C (9.034, -0.667, -4.470)  -0.199
C (9.699, 0.652, -5.010)  -0.001
N (7.679, -0.883, -4.527)  0.094
C (7.048, -2.039, -4.072)  -0.346
P (5.162, -2.054, -4.238)  0.931
C (4.633, -0.829, -2.885)  -0.317
C (4.526, -3.713, -3.572)  -0.281
C (7.820, -3.145, -3.495)  -0.063
H (11.745, -4.138, -1.170)  0.083
H (11.104, -2.396, -1.602)  0.067
H (10.414, -5.006, -3.212)  0.119
H (10.996, -1.504, -3.824)  0.135
H (10.196, 0.353, -5.977)  0.108
H (8.923, 1.443, -5.147)  0.089
H (10.484, 0.951, -4.266)  0.100
H (7.082, -0.151, -4.921)  0.157
H (4.727, 0.226, -3.255)  0.040
H (5.382, -0.916, -2.045)  -0.012
H (3.620, -1.086, -2.491)  0.027
H (4.262, -3.609, -2.479)  0.019
H (3.560, -3.897, -4.104)  0.006
H (5.251, -4.547, -3.732)  0.038
H (7.343, -4.085, -3.140)  0.102
Br (0.689, -2.551, -3.767)  0.602
C (0.717, -4.496, -3.908)  -0.703
C (-0.672, -5.072, -3.822)  -0.687
Br (-1.322, -5.078, -1.987)  0.610
H (1.383, -4.861, -3.129)  0.045
H (1.158, -4.702, -4.884)  0.057
H (-0.671, -6.119, -4.127)  0.060
H (-1.401, -4.526, -4.417)  0.056
Br (4.584, -2.346, 0.279)  0.686
C (5.986, -3.472, 1.024)  -0.668
C (7.281, -2.716, 1.177)  -0.642
Br (8.199, -2.495, -0.535)  0.787
H (6.069, -4.343, 0.378)  0.054
H (5.608, -3.782, 1.998)  0.064
H (7.977, -3.280, 1.797)  0.064
H (7.150, -1.721, 1.595)  0.056
Br (-4.813, -1.207, 0.273)  0.625
C (-3.468, -2.379, 1.053)  -0.683
C (-2.166, -1.650, 1.267)  -0.689
Br (-1.200, -1.425, -0.409)  0.566
H (-3.377, -3.240, 0.396)  0.040
H (-3.889, -2.698, 2.007)  0.061
H (-1.501, -2.233, 1.903)  0.060
H (-2.294, -0.657, 1.696)  0.016
Br (-6.985, 3.876, 3.324)  0.636
C (-5.907, 3.827, 1.703)  -0.662
C (-5.325, 2.458, 1.477)  -0.694
Br (-3.813, 2.141, 2.663)  0.569
H (-5.152, 4.604, 1.799)  0.051
H (-6.594, 4.092, 0.899)  0.058
H (-4.919, 2.374, 0.468)  0.058
H (-6.038, 1.653, 1.643)  0.042
Br (-10.294, 3.205, 1.528)  0.609
C (-10.683, 3.725, 3.364)  -0.699
C (-11.636, 4.891, 3.414)  -0.694
Br (-10.733, 6.563, 2.986)  0.604
H (-9.729, 3.928, 3.844)  -0.017
H (-11.134, 2.843, 3.819)  0.061
H (-12.021, 5.027, 4.425)  0.058
H (-12.470, 4.795, 2.722)  0.050
Br (-1.316, 4.875, 2.583)  0.601
C (-0.199, 4.262, 4.054)  -0.686
C (0.807, 3.239, 3.593)  -0.685
Br (-0.026, 1.499, 3.320)  0.595
H (-0.869, 3.888, 4.825)  0.021
H (0.304, 5.157, 4.419)  0.061
H (1.564, 3.075, 4.360)  0.056
H (1.294, 3.509, 2.659)  0.050
Br (-8.636, 2.132, -2.209)  0.581
C (-10.493, 2.708, -2.338)  -0.700
C (-11.417, 1.539, -2.557)  -0.699
Br (-11.340, 0.909, -4.399)  0.602
H (-10.541, 3.449, -3.133)  0.053
H (-10.707, 3.191, -1.384)  0.003
H (-12.454, 1.836, -2.401)  0.059
H (-11.188, 0.687, -1.920)  0.052
Br (-4.325, 4.251, 6.384)  0.599
C (-3.223, 3.603, 7.853)  -0.692
C (-2.229, 2.572, 7.382)  -0.695
Br (-3.081, 0.848, 7.079)  0.605
H (-3.900, 3.227, 8.617)  0.051
H (-2.708, 4.486, 8.233)  0.056
H (-1.477, 2.387, 8.150)  0.059
H (-1.734, 2.847, 6.454)  0.016



Record 4
This record from the OMol25 dataset describes C26H47Cl2OsP as an isolated structure. The level of theory is the ωB97M-V functional and the def2-TZVPD basis.

## Properties
LUMO (spin up / spin down): 0.56 / -1.64 eV
Kohn-Sham gap (spin up / spin down): 6.208 / 6.471 eV
2S+1: 5
HOMO (spin up / spin down): -5.648 / -8.112 eV
ΔE to the lowest compared entry with this formula, charge and spin: 0.0 kcal per mole

Last column: Löwdin spin population.
Positions of all 77 atoms, in Å:
Os (0.175, -0.043, 2.258)  2.026
P (0.090, 0.535, -0.117)  0.111
Cl (1.192, 2.107, 2.352)  0.123
C (-1.750, 0.497, 2.177)  0.827
H (-2.727, 0.041, 1.969)  0.054
H (-1.897, 1.569, 2.440)  0.050
C (1.923, 0.769, -0.441)  0.038
C (-0.763, 2.196, -0.347)  0.004
C (2.433, 0.823, -1.882)  0.006
H (2.113, 1.750, 0.023)  0.001
C (3.924, 1.193, -1.865)  0.004
H (2.301, -0.154, -2.369)  0.000
H (1.878, 1.564, -2.477)  0.000
C (4.754, 0.249, -0.986)  0.004
H (4.311, 1.191, -2.891)  0.000
H (4.024, 2.218, -1.482)  0.000
C (4.170, 0.075, 0.422)  0.006
H (4.811, -0.733, -1.473)  0.000
H (5.781, 0.624, -0.914)  0.001
C (2.680, -0.280, 0.376)  0.075
H (4.716, -0.705, 0.967)  0.000
H (4.284, 1.009, 0.989)  0.000
H (2.553, -1.269, -0.089)  0.001
H (2.260, -0.334, 1.413)  0.052
C (-0.598, -0.562, -1.495)  0.013
C (-2.272, 2.036, -0.562)  0.025
H (-0.610, 2.660, 0.640)  0.002
C (-2.970, 3.400, -0.518)  0.002
H (-2.471, 1.556, -1.530)  0.000
H (-2.684, 1.377, 0.214)  0.015
C (-2.347, 4.410, -1.488)  0.001
H (-4.036, 3.272, -0.743)  0.000
H (-2.901, 3.795, 0.505)  0.000
C (-0.822, 4.503, -1.357)  0.000
H (-2.605, 4.129, -2.518)  0.000
H (-2.786, 5.400, -1.316)  0.000
C (-0.131, 3.134, -1.385)  0.000
H (-0.415, 5.131, -2.159)  0.000
H (-0.574, 4.993, -0.406)  0.000
H (-0.215, 2.702, -2.393)  0.000
H (0.942, 3.265, -1.181)  0.000
C (0.115, -1.917, -1.581)  0.002
H (-1.635, -0.735, -1.154)  0.000
C (-0.613, -2.868, -2.539)  0.000
H (1.151, -1.772, -1.923)  0.000
H (0.171, -2.390, -0.594)  0.001
C (-0.807, -2.260, -3.933)  0.000
H (-0.049, -3.806, -2.612)  0.000
H (-1.595, -3.112, -2.111)  0.000
C (-1.407, -0.850, -3.876)  0.001
H (0.161, -2.222, -4.449)  0.000
H (-1.458, -2.911, -4.530)  0.000
C (-0.671, 0.072, -2.893)  0.004
H (-1.397, -0.396, -4.874)  0.000
H (-2.459, -0.921, -3.564)  0.000
H (0.347, 0.258, -3.266)  0.000
H (-1.178, 1.044, -2.868)  0.000
C (0.183, -2.107, 1.987)  0.140
C (-1.315, -1.704, 1.774)  0.029
H (0.746, -2.285, 1.065)  0.032
C (-2.329, -2.345, 2.677)  0.014
H (-1.604, -1.642, 0.722)  0.003
C (-1.793, -2.822, 4.031)  0.001
H (-3.166, -1.657, 2.845)  0.005
H (-2.748, -3.215, 2.145)  0.002
C (-0.599, -3.755, 3.865)  0.003
H (-1.500, -1.966, 4.647)  0.001
H (-2.595, -3.339, 4.571)  0.000
C (0.539, -3.178, 3.008)  0.030
H (-0.206, -4.028, 4.856)  0.001
H (-0.946, -4.693, 3.411)  0.001
H (1.330, -2.804, 3.667)  0.004
H (0.996, -4.018, 2.464)  0.003
Cl (1.427, -0.665, 5.027)  0.129
C (-0.006, 0.096, 4.304)  0.125
H (-0.895, -0.338, 4.777)  0.013
H (0.065, 1.158, 4.560)  0.014



Number 1: electronic energy -5236.98810 Ha, largest force on an atom 2.50 eV/A. Number 2: electronic energy -2548.68725 Ha, largest force on an atom 1.23 eV/A. Number 3: electronic energy -42598.94183 Ha, largest force on an atom 3.79 eV/A. Number 4: electronic energy -2371.10892 Ha, largest force on an atom 5.28 eV/A.